Density functional theory data (ωB97M-V/def2-TZVPD) for a cluster of 6 separate species, C18H51N3O9 in total in a non-equilibrium geometry.

Computed properties:
Expectation value of S² ... 0.754
Spin multiplicity ... 2
Total charge ... +1
Gap between HOMO and LUMO (alpha / beta) ... 0.294 / 0.092 hartree
LUMO level (alpha / beta) ... -0.0869 / -0.2893 Eh

The geometry in XYZ format:
```
81
C18H51N3O9 (ωB97M-V/def2-TZVPD)
O 0.81835 -12.43256 2.39107
H 1.57144 -12.91119 2.04467
H 0.93988 -11.53575 2.07932
O -0.30520 -15.09066 2.72410
H -0.04189 -14.17679 2.83249
H 0.51675 -15.56328 2.59268
O 2.01715 -10.42251 1.07832
H 1.80042 -9.51353 1.28569
H 2.48605 -10.37338 0.24528
C 2.15393 -17.48873 3.58787
O 2.57554 -16.48816 2.62399
C 3.38424 -15.50602 3.20761
C 3.81081 -14.55174 2.12161
N 2.70148 -14.19308 1.23043
C 2.97768 -13.63510 -0.07090
C 1.69862 -13.63455 -0.94310
O 1.21061 -14.94158 -1.02697
C -0.03803 -15.03001 -1.70826
H 1.67604 -18.29529 3.03183
H 1.41446 -17.00734 4.22782
H 3.01818 -17.74955 4.19872
H 4.30607 -15.83006 3.69065
H 2.75298 -15.02384 3.95400
H 4.55845 -14.97794 1.45266
H 4.36253 -13.70515 2.53025
H 2.51117 -15.11410 0.86219
H 3.72837 -14.28079 -0.52661
H 3.49955 -12.67864 -0.04036
H 2.05284 -13.21164 -1.88320
H 0.93873 -13.00879 -0.47503
H -0.32370 -16.07886 -1.78828
H -0.00599 -14.65312 -2.73053
H -0.86181 -14.47746 -1.25640
C 3.98413 -11.72079 4.42982
O 5.03375 -11.98829 5.37346
C 6.10697 -12.87955 4.90749
C 7.22094 -11.95094 4.21027
N 7.33782 -10.55401 4.76315
C 8.09691 -9.77088 3.76314
C 8.16203 -8.25026 3.95502
O 8.83617 -7.57727 2.84556
C 10.25258 -7.74429 2.88737
H 3.32485 -10.97179 4.86850
H 3.42607 -12.64998 4.31453
H 4.36180 -11.29968 3.49808
H 5.87528 -13.76246 4.31177
H 6.60198 -13.12917 5.84597
H 6.95880 -11.84790 3.15728
H 8.21226 -12.40201 4.25400
H 6.42458 -10.12388 4.79608
H 7.61768 -9.82173 2.78546
H 9.11365 -10.16114 3.71795
H 8.60501 -8.12723 4.94332
H 7.18905 -7.76010 3.98911
H 10.74766 -7.19506 3.68821
H 10.69059 -7.46917 1.92791
H 10.59882 -8.76463 3.05211
C -1.89833 -10.46181 1.53003
O -2.83819 -11.07880 0.72121
C -2.51801 -12.48242 0.35885
C -3.61950 -13.16820 -0.42892
N -4.89328 -13.01373 0.25543
C -5.98040 -13.41618 -0.67598
C -7.41212 -13.28149 -0.04867
O -7.89604 -11.90352 0.09357
C -9.34774 -11.76161 0.21943
H -0.93184 -10.46557 1.02606
H -1.80029 -10.80932 2.55849
H -2.20378 -9.41590 1.55955
H -2.37828 -13.00469 1.30532
H -1.56750 -12.66448 -0.14264
H -3.31933 -14.20448 -0.58430
H -3.65470 -12.61438 -1.36709
H -4.87591 -12.04776 0.54987
H -5.93971 -14.38899 -1.16593
H -6.00157 -12.73803 -1.52907
H -7.42109 -13.92035 0.83444
H -8.08148 -13.80767 -0.72926
H -9.83700 -12.42664 -0.49223
H -9.70901 -10.73377 0.18576
H -9.60366 -12.20171 1.18323
```

Löwdin atomic charge list, values in e, 5 entries: number 1, O, carries -0.08; number 2, H, carries -0.02; number 3, H, carries -0.02; number 4, O, carries -0.06; number 5, H, carries -0.02

***

Density functional theory data (ωB97M-V/def2-TZVPD) for a structure of composition C7H9IrN2O5S4Se in a non-equilibrium geometry.

Computed properties:
Expectation value of S² ... 0.757
Spin multiplicity ... 2
Total charge ... -1
Gap between HOMO and LUMO (alpha / beta) ... 0.270 / 0.196 hartree
LUMO level (alpha / beta) ... 0.0805 / 0.0153 Eh

The geometry in XYZ format:
```
29
C7H9IrN2O5S4Se (ωB97M-V/def2-TZVPD)
Ir -1.14924 0.90715 -0.09631
O -1.24805 -2.32877 -0.63013
C -0.07194 -2.71494 0.04281
C 1.03626 -1.80691 -0.44008
N 0.96351 -0.42921 0.06315
C 1.93826 0.39947 -0.63864
C 1.72292 1.87151 -0.29679
O 2.67326 2.63114 -0.28516
O 0.49965 2.19428 -0.04485
C 1.20475 -0.37007 1.51340
C -0.05526 -0.32817 2.38052
O -0.02654 -0.82424 3.49212
O -1.07587 0.28079 1.87284
H -2.02589 -2.38206 -0.06586
H 0.18984 -3.74649 -0.22339
H -0.16965 -2.66287 1.13185
H 1.00187 -1.78045 -1.53050
H 2.00173 -2.23967 -0.13513
H 1.80696 0.26857 -1.71513
H 2.96689 0.13225 -0.37572
H 1.72430 0.56436 1.73699
H 1.84290 -1.19416 1.84306
S -3.23121 -0.16687 0.00600
S -4.07326 0.12957 -1.84888
S -2.56785 0.08709 -3.17010
S -1.00466 1.04291 -2.30955
Se -2.57114 2.85564 0.05405
C -1.42661 4.30182 -0.10597
N -0.87591 5.30834 -0.22462
```

Löwdin atomic charge list, values in e, 5 entries: number 1, Ir, carries 0.65; number 2, O, carries -0.14; number 3, C, carries -0.24; number 4, C, carries -0.18; number 5, N, carries -0.22

***

Density functional theory data (ωB97M-V/def2-TZVPD) for a cluster of 2 separate species, C2ClF4NO in total in a non-equilibrium geometry.

Computed properties:
Gap between HOMO and LUMO (alpha / beta) ... 0.254 / 0.350 hartree
LUMO level (alpha / beta) ... -0.0548 / -0.0070 Eh

The geometry in XYZ format:
```
9
C2ClF4NO (ωB97M-V/def2-TZVPD)
C -1.63310 -0.05202 -0.01005
C 2.11922 -0.33745 0.04751
N -0.49260 0.36635 -0.13292
O -0.21986 1.59138 -0.03821
F -2.01971 -1.28275 -0.13953
F -2.84723 0.79034 0.07096
F 2.43733 -0.99975 1.10710
F 1.81990 -1.10213 -0.98042
Cl 2.05726 1.29859 -0.03053
```

Löwdin atomic charge list, values in e, 5 entries: number 1, C, carries -0.35; number 2, C, carries -0.81; number 3, N, carries -0.06; number 4, O, carries -0.21; number 5, F, carries 0.16

***

Density functional theory data (ωB97M-V/def2-TZVPD) for a cluster of 6 separate species, C20H55IN5O5 in total in a non-equilibrium geometry.

Computed properties:
Total charge ... -1
Gap between HOMO and LUMO ... 0.210 hartree
LUMO level ... 0.0852 Eh

The geometry in XYZ format:
```
86
C20H55IN5O5 (ωB97M-V/def2-TZVPD)
I 1.80072 1.45369 0.96611
C 0.71154 1.26483 8.16933
C 0.23605 -0.23492 8.27624
C -0.72506 -0.49740 9.40469
O -1.30689 -1.78799 9.17939
C -2.29383 -2.04555 10.19345
N -0.45319 -0.43883 7.04901
H 1.37352 1.43718 7.32070
H 1.32577 1.46583 9.04707
H -0.12108 1.96771 8.14099
H 1.08946 -0.90096 8.40342
H -1.53154 0.22640 9.28711
H -0.25810 -0.40247 10.38501
H -1.92592 -1.80134 11.19000
H -2.60255 -3.08403 10.31321
H -3.13794 -1.38393 9.99893
H 0.13124 -0.17478 6.26875
H -1.24346 0.17770 6.92465
C -4.26434 -1.27564 -2.40354
C -3.92892 -2.77125 -2.58958
C -4.62072 -3.50840 -3.79987
O -4.23283 -4.88814 -3.89995
C -5.05172 -5.53339 -4.86510
N -2.51668 -2.88487 -2.72347
H -4.12710 -0.59989 -3.24772
H -3.79111 -0.75488 -1.57109
H -5.35016 -1.29730 -2.31074
H -4.29209 -3.19355 -1.65263
H -4.31685 -3.08230 -4.75601
H -5.69349 -3.37879 -3.65685
H -4.66817 -6.55317 -4.83281
H -4.91393 -5.18035 -5.88710
H -6.11589 -5.68468 -4.68410
H -2.16806 -2.08151 -2.22029
H -2.38719 -2.55494 -3.66924
C 5.10660 -4.34488 -3.57277
C 3.62611 -4.78668 -3.21320
C 3.28060 -6.23483 -3.77767
O 1.90483 -6.52266 -3.50021
C 1.49371 -7.69716 -4.18848
N 3.36934 -4.73875 -1.75735
H 5.77314 -4.96348 -2.97181
H 5.31006 -3.33619 -3.21329
H 5.36200 -4.48220 -4.62349
H 2.98867 -4.02177 -3.65669
H 3.87455 -7.01755 -3.30577
H 3.40447 -6.23570 -4.86061
H 1.51408 -7.62159 -5.27567
H 0.49404 -7.99910 -3.87611
H 2.11462 -8.51751 -3.82848
H 3.35583 -3.79101 -1.40849
H 4.25972 -5.05914 -1.40423
C 6.22978 2.68140 -5.32927
C 7.22140 3.66647 -4.65715
C 8.08898 4.39263 -5.69705
O 8.87965 3.44346 -6.33298
C 9.27766 4.00309 -7.60968
N 6.32510 4.64868 -3.98712
H 5.57956 3.15669 -6.06372
H 5.61229 2.13394 -4.61718
H 6.86030 1.97263 -5.86610
H 7.70680 3.07523 -3.88067
H 8.80659 5.08589 -5.25828
H 7.49132 5.02383 -6.35468
H 9.97235 4.83215 -7.47489
H 8.43908 4.30897 -8.23523
H 9.81224 3.24879 -8.18705
H 6.77480 5.35261 -3.41937
H 5.87394 4.00881 -3.34906
C -4.93323 5.52115 2.21021
C -5.09872 5.20863 3.78303
C -6.53993 5.25437 4.32878
O -7.17492 6.45612 4.08611
C -8.48850 6.56211 4.46104
N -4.43623 3.95451 4.06609
H -3.84923 5.52060 2.09605
H -5.35634 6.48087 1.91355
H -5.36786 4.83990 1.47870
H -4.54354 5.94005 4.37030
H -6.51558 5.06182 5.40136
H -7.11253 4.43944 3.88593
H -8.64751 7.63507 4.35337
H -8.59159 6.30468 5.51517
H -9.24953 6.15077 3.79792
H -5.11548 3.21629 3.94889
H -3.79331 3.77028 3.30924
```

Löwdin atomic charge list, values in e, 5 entries: number 1, I, carries -1.00; number 2, C, carries -0.06; number 3, C, carries -0.43; number 4, C, carries -0.22; number 5, O, carries -0.18

***

Density functional theory data (ωB97M-V/def2-TZVPD) for a structure of composition C40H27MnN7O6S3.

Computed properties:
Expectation value of S² ... 8.754
Spin multiplicity ... 6
Total charge ... -2
Gap between HOMO and LUMO (alpha / beta) ... 0.233 / 0.237 hartree
LUMO level (alpha / beta) ... 0.1508 / 0.1508 Eh

The geometry in XYZ format:
```
84
C40H27MnN7O6S3 (ωB97M-V/def2-TZVPD)
Mn -0.19323 -0.02862 -0.37715
O 2.49281 -3.26364 -0.32179
C 1.86693 -2.19858 -0.30404
N 0.63841 -1.91032 0.11333
C -0.08198 -2.63725 1.05357
C 0.14100 -3.96955 1.37439
C -0.59293 -4.59128 2.38255
C -1.55900 -3.88747 3.07646
C -1.80008 -2.54703 2.77346
C -1.07802 -1.90675 1.77513
N -1.23246 -0.57104 1.40932
C -2.12797 0.28441 1.88272
O -2.99521 0.15436 2.76186
C -2.06926 1.64758 1.16339
C -2.87021 2.68273 1.61788
C -2.78729 3.91537 0.99070
C -1.91749 4.08347 -0.07531
C -1.16771 2.99520 -0.49075
N -1.24866 1.80991 0.10746
C 2.64119 -0.92377 -0.70258
C 3.92055 -1.03077 -1.22391
C 4.67551 0.12029 -1.36789
C 4.14120 1.33831 -0.97771
C 2.83903 1.36484 -0.50415
N 2.10819 0.26462 -0.37863
H 0.90204 -4.50563 0.82617
H -0.39911 -5.63216 2.61755
H -2.13043 -4.36810 3.86207
H -2.54180 -1.97528 3.31171
H -3.51000 2.49480 2.46691
H -3.38054 4.74921 1.34680
H -1.77910 5.03936 -0.55512
H -0.45752 3.07028 -1.30736
H 4.29183 -2.01189 -1.48103
H 5.67936 0.06708 -1.77283
H 4.70247 2.25886 -1.05205
H 2.35804 2.29071 -0.21680
O 1.12951 1.90773 -2.83717
S 0.70872 0.78285 -3.64002
O 1.73615 0.07551 -4.37593
N -0.23779 -0.12089 -2.75290
C -0.96795 -1.11678 -3.36103
C -0.77790 -1.62217 -4.63100
C -1.63903 -2.59234 -5.17722
C -2.70133 -3.08851 -4.47607
C -2.92417 -2.61386 -3.15954
C -3.99813 -3.07004 -2.35867
C -4.17674 -2.56727 -1.10213
C -3.25894 -1.60361 -0.62759
N -2.24827 -1.17158 -1.34282
C -2.06643 -1.65000 -2.60069
C -0.36660 1.49522 -4.88326
C -1.67637 1.81680 -4.55606
C -2.47013 2.47749 -5.48009
C -1.95435 2.82288 -6.72182
C -0.64289 2.50204 -7.03984
C 0.15419 1.83712 -6.11961
H 0.06600 -1.29219 -5.21858
H -1.43835 -2.94633 -6.18198
H -3.36710 -3.83286 -4.89465
H -4.66591 -3.82354 -2.76255
H -4.98206 -2.89676 -0.45988
H -3.36381 -1.20633 0.37260
H -2.06122 1.54482 -3.58183
H -3.49218 2.72890 -5.22638
H -2.57418 3.34535 -7.43936
H -0.23746 2.77269 -8.00675
H 1.17722 1.57205 -6.34965
O 1.53893 6.97035 -1.11220
S 1.53316 6.89260 0.32849
O 1.15423 8.09656 1.03376
N 0.70079 5.60872 0.85046
C 1.44237 4.75117 1.53179
S 0.95143 3.33754 2.26260
C 2.90226 5.16276 1.58552
C 3.96292 4.50658 2.19208
C 5.22231 5.08298 2.11286
C 5.41828 6.29057 1.44082
C 4.35368 6.94592 0.83336
C 3.11115 6.35147 0.92118
H 3.78158 3.56951 2.70193
H 6.06644 4.58864 2.57832
H 6.41184 6.71898 1.38998
H 4.49015 7.88046 0.30560
```

Löwdin atomic charge list, values in e, 5 entries: number 1, Mn, carries 0.87; number 2, O, carries 0.00; number 3, C, carries -0.47; number 4, N, carries 0.02; number 5, C, carries -0.21

***

Density functional theory data (ωB97M-V/def2-TZVPD) for a structure of composition C26H23MoN11O5S2Te.

Computed properties:
Expectation value of S² ... 2.012
Spin multiplicity ... 3
Total charge ... +2
Gap between HOMO and LUMO (alpha / beta) ... 0.255 / 0.250 hartree
LUMO level (alpha / beta) ... -0.2174 / -0.2288 Eh

The geometry in XYZ format:
```
69
C26H23MoN11O5S2Te (ωB97M-V/def2-TZVPD)
Mo 0.04463 -0.08438 0.17760
N 3.86827 -2.36093 0.70133
C 2.65675 -2.03494 0.27370
N 2.16942 -0.82271 0.29497
C 2.99157 0.23461 0.74197
N 2.63338 1.46062 0.57695
N 1.44200 1.48636 -0.13709
C 1.37072 2.30320 -1.11892
C 0.43500 1.89236 -2.14928
C 0.28802 2.57637 -3.34070
C -0.36954 1.95290 -4.39201
C -0.82173 0.65986 -4.21307
C -0.67685 0.05470 -2.97490
N -0.08604 0.65300 -1.93825
C 4.25979 -0.09898 1.37542
C 5.05664 0.86136 2.00698
C 6.26637 0.49242 2.55269
C 6.70389 -0.83230 2.47243
C 5.92909 -1.79606 1.85845
C 4.70546 -1.41697 1.31827
H 4.18302 -3.31471 0.59962
H 2.04113 -2.83470 -0.12418
H 2.11954 3.07391 -1.26008
H 0.71488 3.56404 -3.44719
H -0.49493 2.45953 -5.33891
H -1.29803 0.11295 -5.01355
H -1.04532 -0.94510 -2.81078
H 4.70841 1.88370 2.05601
H 6.88588 1.23147 3.04092
H 7.65961 -1.10868 2.89601
H 6.26353 -2.82376 1.79612
N -0.37005 -1.81097 1.55974
N 0.47952 -1.83781 2.69542
C 0.74759 -0.57380 3.17927
N 1.17573 -0.45415 4.42366
N 0.54429 0.39353 2.29807
N 0.83145 1.72227 2.65363
O 1.42022 2.01517 3.70632
O -0.12026 2.57538 2.17347
H -1.35040 -1.75380 1.83807
H -0.25235 -2.66384 1.00497
H 0.22863 -2.53264 3.38900
H 1.32568 -1.26592 4.99961
H 1.50811 0.46068 4.71620
O -0.84934 -3.16421 -0.75857
C -1.82244 -2.43021 -0.86493
N -1.78341 -1.09378 -0.51374
S -3.22114 -0.34065 -0.77961
O -3.13555 0.61366 -1.84438
O -3.71524 0.15800 0.49358
C -4.06499 -1.78097 -1.29831
C -5.38844 -1.89763 -1.67060
C -5.80177 -3.15784 -2.09050
C -4.91701 -4.23316 -2.13127
C -3.58840 -4.08927 -1.75096
C -3.17390 -2.83713 -1.33117
H -6.07163 -1.06037 -1.64218
H -6.82894 -3.30835 -2.39350
H -5.27431 -5.19746 -2.46558
H -2.89816 -4.92109 -1.77951
Te -1.81532 1.60786 1.51789
C -2.36528 3.31140 0.52729
C -2.38698 3.52735 -0.82978
C -2.86377 4.81505 -1.15208
C -3.19557 5.53847 -0.03877
S -2.97515 4.66039 1.39361
H -2.10739 2.78241 -1.55763
H -2.96136 5.19401 -2.15811
H -3.56717 6.55027 0.00087
```

Löwdin atomic charge list, values in e, 5 entries: number 1, Mo, carries 1.36; number 2, N, carries 0.15; number 3, C, carries -0.12; number 4, N, carries 0.01; number 5, C, carries -0.28